Density functional theory data (wB97M-V/def2-TZVPD) for a single C8H16Si molecule in a non-equilibrium geometry.

* gap between HOMO and LUMO: 0.291 Ha
* relative energy (zero: lowest compared OMol25 entry of this formula, charge and spin): 102.2 kcal per mole

Geometry as ORCA input:
```
! wB97M-V def2-TZVPD RIJCOSX def2/J DEFGRID3
* xyz 0 1
C 1.41198 0.28996 0.55789
C 1.37736 -0.36599 -0.59643
C -0.99258 -0.21620 1.28048
C 0.16323 0.80490 1.37995
C 0.72236 1.30092 2.73335
C -0.24293 2.11428 0.64976
C -1.07181 -0.28477 -2.81977
C -0.22244 -3.00943 -1.42507
Si -0.13563 -1.11547 -1.36048
H 2.28150 0.68470 1.19431
H 2.36423 -0.51746 -1.13819
H -0.84860 -1.02016 1.91912
H -1.97759 0.15655 1.24205
H 1.02209 0.57368 3.43452
H 0.05154 1.90997 3.16233
H 1.78528 1.72352 2.53934
H 0.40949 2.86042 0.95192
H -1.25212 2.36894 0.82847
H -0.20726 1.97826 -0.44224
H -1.51381 0.58294 -2.34672
H -0.48661 0.03371 -3.70004
H -1.86156 -0.71642 -3.33696
H 0.29889 -3.31770 -2.40348
H 0.24051 -3.57814 -0.70310
H -1.31551 -3.24101 -1.60101
*
```

=====

Density functional theory data (wB97M-V/def2-TZVPD) for a single C4H8FNO2 molecule in a non-equilibrium geometry.

* gap between HOMO and LUMO: 0.380 Ha
* relative energy (zero: lowest compared OMol25 entry of this formula, charge and spin): 35.0 kcal per mole
* SMILES: CN(C)[C@H](F)C(=O)O

Geometry as ORCA input:
```
! wB97M-V def2-TZVPD RIJCOSX def2/J DEFGRID3
* xyz 0 1
C -0.57538 0.78112 1.01542
N -0.52234 0.04377 -0.20209
C -1.66094 -0.82962 -0.45125
C 0.66596 -0.43422 -0.53779
F 0.85450 -1.87818 0.09396
C 1.95038 0.29222 -0.12991
O 2.86477 -0.25957 0.38216
O 1.96049 1.61365 -0.40708
H 0.38049 0.92173 1.51322
H -0.94479 1.90209 0.75392
H -1.26354 0.21684 1.67532
H -1.79233 -1.09711 -1.44118
H -1.27464 -1.79975 0.05429
H -2.58304 -0.50376 0.05811
H 0.75676 -0.79754 -1.53142
H 1.18366 1.82831 -0.84570
*
```

=====

Density functional theory data (wB97M-V/def2-TZVPD) for a 2-piece molecular cluster, C3H9NO2 overall in a non-equilibrium geometry.

* gap between HOMO and LUMO: 0.361 Ha
* relative energy (zero: lowest compared OMol25 entry of this formula, charge and spin): 65.4 kcal per mole
* SMILES: CN(C)C=O.O

Geometry as ORCA input:
```
! wB97M-V def2-TZVPD RIJCOSX def2/J DEFGRID3
* xyz 0 1
C 0.43048 -0.32217 0.91457
N -0.55579 -0.36535 -0.10212
C -1.70144 -1.28704 0.05923
C -0.64144 0.37263 -1.32287
O 0.04174 1.36566 -1.26014
H 1.34404 0.42437 0.68945
H 0.80041 -1.25628 1.06988
H 0.08924 0.11500 1.81540
H -2.52807 -0.83943 -0.53184
H -2.00290 -1.51424 1.06001
H -1.32798 -2.24208 -0.40911
H -1.07434 -0.02418 -2.18283
O 2.77371 1.67576 -0.03465
H 1.85061 1.63023 -0.59299
H 2.50174 2.26712 0.82802
*
```